This record from the OMol25 dataset describes a structure of composition C25H26AgN5S2 at a distorted geometry. The level of theory is ωB97M-V/def2-TZVPD.

Its orbital gap is 6.2 eV. Its LUMO energy is 0.1 eV.

Last column: Mulliken charge in e.
CARTESIAN COORDINATES (ANGSTROEM)
Ag -0.0133 1.2550 0.4539  -0.49
C -2.1129 1.9687 7.0550  -0.41
C -3.0264 1.5021 6.1038  -0.65
C -2.6466 1.2168 4.7947  -0.22
C -1.3146 1.3609 4.4528  0.90
C -0.3637 1.8499 5.4174  -0.72
C -0.7772 2.2046 6.6927  -0.56
C -0.7734 1.1960 3.1424  -0.50
C -1.2632 0.5978 2.0199  -0.83
C -2.1445 -0.4903 1.8066  1.95
C -2.6232 -0.6311 0.5076  -0.62
C -3.2165 -1.7916 0.0612  -0.52
C -3.3736 -2.8729 0.9347  -0.58
C -3.1292 -2.6666 2.2866  -0.64
C -2.4863 -1.5105 2.7222  -0.35
H -2.4393 2.1362 8.0988  0.32
H -4.0653 1.3577 6.4098  0.34
H -3.3526 0.8418 4.0631  0.55
H 0.6769 1.9310 5.1473  0.31
H -0.1032 2.6263 7.4045  0.40
H 0.2049 1.7313 3.0318  0.18
H -2.3898 0.2094 -0.1403  0.29
H -3.4535 -1.8518 -0.9968  0.40
H -3.9080 -3.7545 0.5737  0.39
H -3.4344 -3.4039 3.0517  0.36
H -2.3267 -1.3187 3.7884  0.42
N 4.0356 3.0044 0.2554  -0.41
C 3.3094 2.5352 -0.7817  0.42
S 1.6195 2.8398 -0.8215  -0.36
N 4.0355 2.0200 -1.8427  -0.20
C 3.5262 1.8986 -3.1550  0.37
C 3.7884 0.7035 -3.8792  -0.38
C 3.0914 0.3821 -5.0430  -0.60
C 2.1546 1.3231 -5.5474  -0.38
C 1.9889 2.5264 -4.9078  -0.78
C 2.6016 2.7946 -3.6643  -0.06
H 3.5309 3.3661 1.0487  0.23
H 5.0453 2.8989 0.3796  0.20
H 5.0059 1.6274 -1.7363  0.32
H 4.6115 0.1015 -3.4705  0.24
H 3.1792 -0.6149 -5.4821  0.40
H 1.6396 1.0381 -6.4812  0.39
H 1.3553 3.2941 -5.2781  0.42
H 2.3100 3.6905 -3.0451  0.43
C -0.7059 -3.2278 -4.6785  -1.35
C -0.5847 -1.8801 -3.9908  0.57
C -0.0508 -2.0515 -2.6363  -0.16
N 0.0011 -1.0393 -1.8021  -0.18
N 0.2864 -1.3565 -0.5470  -0.01
C 0.3881 -2.6808 -0.3995  0.08
N 0.1891 -3.2586 0.8353  -0.30
S 0.4550 -3.5400 -1.9053  -0.27
H -1.0154 -3.1079 -5.7425  0.37
H -1.4901 -3.8411 -4.2055  0.32
H 0.2625 -3.7345 -4.6281  0.36
H -1.5300 -1.3282 -3.9026  0.24
H 0.0892 -1.1880 -4.5189  -0.05
H 0.3505 -2.6638 1.6526  0.23
H 0.3818 -4.2249 1.0378  0.20